Formula: C2H2FIS
Source: the Open Molecules 2025 dataset
Level of theory: the ωB97M-V functional and the def2-TZVPD basis

Bonds (Å) are listed after each position.
Cartesian coordinates (Å):
1 S 1.49141 0.26137 1.69368  C2 1.589
2 C 1.12509 -0.38083 0.28733  S1 1.589, C3 1.321
3 C 0.36997 -0.64696 -0.76281  C2 1.321, I4 2.076, H5 1.023
4 I 0.56864 0.58024 -2.42568  C3 2.076
5 H -0.04844 -1.56580 -0.92570  C3 1.023
6 F -1.95520 1.22122 0.86517  H7 0.896
7 H -1.55147 0.53076 1.26801  F6 0.896

As for the SMILES: S=C=CI.F. The energy above the lowest of the compared OMol25 structures with the same formula, charge and spin is 99.2 kJ/mol. As for the multiplicity: 1. For the HOMO-LUMO gap, the calculation gives 7.5 eV. The HOMO energy comes out at -8.72 eV.

Atomic partial charges in e from the Mulliken method, atoms 1 to 6:
1 S -0.2275
2 C 0.0840
3 C -0.4249
4 I 0.1195
5 H 0.4456
6 F -0.3732

---

Formula: C12H15Br2F5N2O6PS2
Source: the Open Molecules 2025 dataset
Level of theory: the ωB97M-V functional and the def2-TZVPD basis

Bonds (Å) are listed after each position.
Cartesian coordinates (Å):
1 C -1.18043 -0.09391 1.22622  C2 1.506, H25 1.088, H26 1.091, H27 1.100
2 C -0.94948 -0.96694 0.02136  C1 1.506, C3 1.340, N14 1.403
3 C -1.93677 -1.54341 -0.67804  C2 1.340, C4 1.497, N8 1.437
4 C -3.41828 -1.45018 -0.48375  C3 1.497, C5 1.581, H28 1.088, H29 1.093
5 C -4.01184 -0.50245 -1.60137  C4 1.581, C6 1.551, H30 1.092, H31 1.097
6 C -4.74568 0.72344 -0.99858  C5 1.551, S7 1.831, H32 1.092, H33 1.094
7 S -5.88050 1.44278 -2.24264  C6 1.831, H34 1.353
8 N -1.24183 -2.29677 -1.68507  C3 1.437, P9 1.810, C12 1.310
9 P -1.90666 -3.38115 -2.97319  N8 1.810, O10 1.625, Br11 2.243
10 O -3.08804 -2.52533 -3.68954  P9 1.625, H35 0.974
11 Br -2.97542 -4.92871 -1.75163  P9 2.243
12 C 0.05014 -2.11327 -1.56994  N8 1.310, Br13 1.879, N14 1.350
13 Br 1.28786 -2.94912 -2.70975  C12 1.879
14 N 0.30036 -1.29283 -0.52739  C2 1.403, C12 1.350, S15 1.709
15 S 1.84854 -0.80362 0.00715  N14 1.709, O16 1.418, O17 1.415, C18 1.857
16 O 1.69374 -0.37405 1.35011  S15 1.418
17 O 2.71230 -1.92280 -0.05248  S15 1.415
18 C 2.47874 0.67206 -0.92727  S15 1.857, F19 1.338, F20 1.320, C21 1.582
19 F 1.51469 1.58584 -1.08483  C18 1.338
20 F 3.40184 1.22442 -0.16235  C18 1.320
21 C 3.09752 0.39949 -2.35701  C18 1.582, F22 1.336, F23 1.321, F24 1.329
22 F 4.06952 1.30076 -2.52542  C21 1.336
23 F 3.64191 -0.79565 -2.49554  C21 1.321
24 F 2.18738 0.65953 -3.28955  C21 1.329
25 H -2.24442 0.07154 1.38193  C1 1.088
26 H -0.60841 0.83562 1.22766  C1 1.091
27 H -0.84086 -0.66114 2.10536  C1 1.100
28 H -3.65425 -1.04174 0.49709  C4 1.088
29 H -3.89969 -2.42409 -0.60701  C4 1.093
30 H -4.66225 -1.04766 -2.28835  C5 1.092
31 H -3.20051 -0.09158 -2.21510  C5 1.097
32 H -4.03603 1.51269 -0.74087  C6 1.092
33 H -5.32958 0.40345 -0.13012  C6 1.094
34 H -7.00081 0.70825 -2.05568  S7 1.353
35 H -3.90465 -2.69241 -3.18648  O10 0.974
36 C 4.84851 1.66734 3.61683  C37 1.511, O41 1.426, H42 1.088, H43 1.092
37 C 3.45527 2.10784 3.23360  C36 1.511, O38 1.425, H44 1.093, H45 1.088
38 O 3.23945 3.23520 4.07746  C37 1.425, C39 1.363
39 C 4.46016 3.73433 4.42305  O38 1.363, O40 1.183, O41 1.361
40 O 4.63026 4.76452 4.97881  C39 1.183
41 O 5.45390 2.88751 4.03960  C36 1.426, C39 1.361
42 H 5.39754 1.22996 2.78532  C36 1.088
43 H 4.85020 0.96335 4.45152  C36 1.092
44 H 3.39017 2.42946 2.19145  C37 1.093
45 H 2.70641 1.33942 3.41444  C37 1.088

Its total charge is +1. As for the multiplicity: 1. For the HOMO-LUMO gap, the calculation gives 7.5 eV. The HOMO energy comes out at -11.85 eV.

Atomic partial charges in e from the Mulliken method, atoms 1 to 6:
1 C -1.5971
2 C 0.8391
3 C 0.0709
4 C -1.2261
5 C -0.2571
6 C -0.9005